Entry 1:
91
Properties=species:S:1:pos:R:3 method="wB97M-V/def2-TZVPD" homo_energy_ev=-4.11 e_lumo_ha=0.075 charge=-1 gap_ev=6.162
C -1.394 3.084 1.923
O -1.699 3.452 0.590
B -1.350 2.495 -0.385
O -0.341 2.920 -1.261
Ga -2.309 0.574 -0.549
C -0.854 -0.872 -0.610
C -0.615 -1.439 0.790
C 0.692 -2.239 1.063
C 1.579 -2.567 -0.124
O 0.993 -3.376 -1.168
C 0.265 -4.423 -0.803
O -0.507 -4.963 -1.541
C -3.517 0.530 -2.221
C -2.786 0.499 -3.496
O -1.745 0.953 -3.824
F -3.482 -0.209 -4.485
C -3.469 0.275 1.118
C -4.402 -0.919 1.266
C -4.264 -1.613 2.620
Cl -4.165 -2.224 -0.006
H -0.720 3.832 2.348
H -2.303 3.049 2.530
H -0.896 2.109 1.980
H 0.497 2.493 -1.069
H -1.190 -1.666 -1.283
H 0.062 -0.444 -1.033
H -0.611 -0.608 1.509
H -1.468 -2.056 1.080
H 0.472 -3.148 1.630
H 1.335 -1.646 1.724
H 1.887 -1.652 -0.624
H 2.491 -3.066 0.223
H 0.466 -4.795 0.214
H -4.104 1.457 -2.215
H -4.231 -0.293 -2.213
H -2.782 0.279 1.971
H -4.083 1.179 1.206
H -5.434 -0.606 1.112
H -5.151 -2.205 2.863
H -4.102 -0.863 3.395
H -3.422 -2.301 2.592
C 0.259 -8.023 -1.460
S 0.304 -8.427 0.282
O 1.065 -7.340 0.958
C 1.441 -9.815 0.141
H -0.363 -7.136 -1.571
H 1.272 -7.806 -1.800
H -0.167 -8.856 -2.019
H 2.367 -9.470 -0.318
H 0.979 -10.601 -0.458
H 1.636 -10.183 1.146
C -0.178 6.360 5.087
S -1.594 7.046 4.212
O -2.332 5.897 3.639
C -0.647 7.757 2.859
H -0.563 5.817 5.948
H 0.352 5.677 4.424
H 0.474 7.168 5.419
H -0.086 6.966 2.362
H 0.019 8.531 3.244
H -1.360 8.194 2.163
C 2.925 3.554 -3.124
S 3.561 2.916 -1.581
O 3.953 4.077 -0.736
C 5.087 2.230 -2.238
H 1.982 4.050 -2.897
H 3.638 4.254 -3.556
H 2.743 2.721 -3.802
H 5.665 3.029 -2.701
H 4.850 1.456 -2.967
H 5.634 1.799 -1.402
C 2.790 3.780 -8.165
S 3.133 2.862 -6.660
O 4.297 3.538 -6.023
C 3.794 1.400 -7.470
H 2.404 4.753 -7.867
H 3.716 3.899 -8.726
H 2.039 3.251 -8.752
H 4.648 1.690 -8.082
H 3.016 0.934 -8.075
H 4.109 0.713 -6.688
C -1.066 -0.467 5.653
S -0.729 -2.150 5.122
O -1.949 -2.614 4.422
C -0.761 -2.886 6.765
H -1.137 0.142 4.754
H -2.014 -0.446 6.191
H -0.249 -0.110 6.281
H -1.728 -2.688 7.226
H 0.050 -2.475 7.366
H -0.621 -3.958 6.639


Entry 2:
86
Properties=species:S:1:pos:R:3 method="wB97M-V/def2-TZVPD" de_lowest_ev=2.365 homo_energy_ev=-8.87 e_lumo_ha=0.017 gap_ev=9.351
C -1.805 5.417 1.753
O -1.578 5.389 3.201
C -0.837 4.309 3.737
C -0.753 4.319 5.286
C -0.151 5.608 5.795
N -0.029 3.226 5.822
H -2.098 6.428 1.473
H -2.602 4.703 1.542
H -0.897 5.169 1.204
H -1.184 3.330 3.407
H 0.195 4.383 3.393
H -1.727 4.353 5.775
H -0.764 6.492 5.618
H 0.807 5.860 5.342
H -0.044 5.548 6.878
H 0.963 3.268 5.636
H -0.326 2.374 5.366
C 4.227 -3.433 -2.369
O 4.227 -4.103 -3.647
C 5.320 -3.947 -4.553
C 5.302 -5.256 -5.416
C 4.484 -5.022 -6.730
N 4.707 -6.433 -4.851
H 4.937 -2.639 -2.597
H 4.410 -4.165 -1.582
H 3.261 -3.017 -2.082
H 5.143 -3.028 -5.112
H 6.230 -3.741 -3.991
H 6.338 -5.508 -5.640
H 3.463 -4.854 -6.388
H 4.527 -5.929 -7.333
H 4.757 -4.116 -7.271
H 4.151 -6.135 -4.063
H 3.955 -6.799 -5.417
C -4.723 1.457 0.916
O -4.213 2.433 1.836
C -5.124 3.289 2.610
C -5.774 2.464 3.726
C -6.778 3.347 4.524
N -4.775 1.959 4.673
H -5.494 0.785 1.294
H -3.937 0.743 0.669
H -4.835 1.814 -0.108
H -4.503 4.041 3.097
H -5.880 3.601 1.890
H -6.365 1.647 3.311
H -7.131 2.746 5.362
H -7.649 3.631 3.934
H -6.441 4.311 4.907
H -4.170 2.755 4.811
H -4.284 1.331 4.052
C 0.562 -3.356 -1.061
C -0.630 -2.894 -0.292
O -0.955 -1.530 -0.473
C -0.608 -0.623 0.420
O 0.198 -0.760 1.302
O -1.245 0.529 0.163
C -1.028 1.783 0.844
H 1.411 -2.673 -1.058
H 0.249 -3.366 -2.105
H 0.989 -4.333 -0.835
H -0.668 -3.097 0.778
H -1.418 -3.367 -0.878
H -1.370 1.805 1.879
H -1.450 2.645 0.327
H -0.036 2.214 0.716
C 0.535 -0.319 -3.888
C 1.414 0.860 -3.946
O 1.583 1.454 -2.714
C 2.266 0.855 -1.778
O 2.748 -0.270 -1.834
O 2.251 1.646 -0.627
C 2.843 1.272 0.656
H -0.391 -0.258 -3.317
H 1.142 -1.206 -3.706
H 0.161 -0.469 -4.900
H 0.847 1.521 -4.603
H 2.436 0.908 -4.323
H 3.536 2.044 0.991
H 3.443 0.371 0.528
H 1.951 1.230 1.280
Cl 1.672 -8.757 -1.528
C 0.809 -7.351 -2.175
Cl 1.821 -6.487 -3.300
H 0.023 -7.688 -2.850
H 0.375 -6.737 -1.385


Entry 3:
88
Properties=species:S:1:pos:R:3 method="wB97M-V/def2-TZVPD" de_lowest_ev=0.000 homo_energy_ev=-9.08 e_lumo_ha=0.019 gap_ev=9.606
C -16.387 16.374 -4.631
C -17.282 15.868 -3.507
O -17.090 16.599 -2.293
P -18.325 17.136 -1.452
O -19.679 16.897 -2.018
O -18.136 16.472 -0.014
C -18.736 15.196 0.211
C -18.678 14.915 1.713
O -17.968 18.638 -1.101
C -18.210 19.640 -2.075
C -17.765 20.993 -1.496
H -16.968 16.193 -5.537
H -16.324 17.464 -4.556
H -15.364 16.012 -4.679
H -18.310 15.995 -3.847
H -17.110 14.796 -3.390
H -19.798 15.214 -0.031
H -18.123 14.464 -0.325
H -19.461 15.489 2.213
H -19.085 13.913 1.905
H -17.688 14.945 2.157
H -17.712 19.474 -3.032
H -19.262 19.796 -2.321
H -16.893 20.974 -0.839
H -17.699 21.699 -2.319
H -18.479 21.350 -0.745
C -23.487 15.912 1.936
C -23.482 16.427 0.500
O -23.199 17.826 0.423
P -24.362 18.915 0.523
O -25.591 18.674 -0.261
O -24.614 19.097 2.090
C -25.881 19.564 2.573
C -26.618 18.352 3.145
O -23.615 20.260 0.102
C -23.525 20.710 -1.276
C -22.647 19.803 -2.114
H -24.225 16.364 2.605
H -23.888 14.891 1.932
H -22.527 15.935 2.450
H -22.727 15.950 -0.122
H -24.452 16.143 0.083
H -25.714 20.270 3.385
H -26.502 20.036 1.811
H -26.787 17.487 2.505
H -26.067 17.984 4.013
H -27.622 18.641 3.476
H -24.558 20.774 -1.631
H -23.163 21.730 -1.126
H -23.056 18.799 -2.151
H -22.744 20.247 -3.114
H -21.601 19.843 -1.824
C -21.949 24.382 -4.397
N -20.683 24.338 -3.665
C -19.951 23.083 -3.822
C -20.331 25.203 -2.703
O -19.263 25.164 -2.115
H -22.754 24.175 -3.683
H -21.984 23.609 -5.155
H -22.125 25.351 -4.860
H -20.374 22.219 -3.308
H -19.896 22.876 -4.892
H -18.911 23.241 -3.546
H -21.097 25.969 -2.498
C -18.787 10.679 3.121
N -20.215 10.618 3.139
C -20.943 9.395 3.442
C -20.944 11.769 3.073
O -22.151 11.810 2.983
H -18.478 11.686 2.822
H -18.328 9.997 2.401
H -18.206 10.571 4.047
H -21.192 9.357 4.504
H -21.857 9.364 2.857
H -20.341 8.518 3.212
H -20.372 12.693 3.245
C -21.669 20.803 3.259
N -20.987 19.561 2.913
C -20.461 19.596 1.570
C -21.098 18.455 3.671
O -20.561 17.397 3.429
H -22.420 20.710 4.052
H -22.193 21.253 2.422
H -20.939 21.453 3.750
H -19.502 20.029 1.279
H -20.315 18.550 1.272
H -21.230 19.920 0.869
H -21.723 18.654 4.550


Entry 4:
87
Properties=species:S:1:pos:R:3 method="wB97M-V/def2-TZVPD" multiplicity=2 homo_energy_ev="-7.64 / -11.93" e_lumo_ha="-0.151 / -0.151" charge=+2 gap_ev="3.535 / 7.815"
C -0.959 2.940 3.177
C -1.421 2.549 1.716
N -2.439 1.477 1.737
C -3.825 1.664 1.818
C -4.362 0.399 1.983
N -3.378 -0.548 2.018
C -2.185 0.146 1.923
C -3.563 -2.006 2.248
H -1.688 3.428 3.824
H -0.177 3.690 3.055
H -0.609 2.098 3.775
H -0.456 2.180 1.368
H -1.806 3.428 1.199
H -4.128 2.688 1.656
H -5.384 0.057 2.052
H -1.219 -0.312 2.078
H -3.144 -2.307 3.208
H -3.016 -2.459 1.421
H -4.619 -2.271 2.292
C -4.332 0.526 -1.728
N -3.719 1.608 -2.770
C -2.993 0.684 -3.736
C -4.858 2.364 -3.561
C -2.965 2.755 -2.001
C -1.479 3.109 -2.519
O -1.687 3.797 -3.721
H -3.663 -0.209 -1.280
H -5.101 -0.095 -2.187
H -4.823 1.119 -0.957
H -2.719 1.413 -4.499
H -3.693 -0.105 -4.011
H -2.174 0.272 -3.147
H -5.388 1.678 -4.222
H -4.345 2.974 -4.305
H -5.491 3.022 -2.965
H -2.902 2.351 -0.991
H -3.619 3.620 -1.894
H -0.830 2.249 -2.689
H -0.914 3.620 -1.739
H -0.992 4.446 -3.853
C 3.398 -4.892 1.256
N 1.969 -4.170 1.335
C 2.180 -2.660 1.385
C 1.227 -4.601 0.105
C 1.285 -4.669 2.671
C -0.167 -4.295 2.902
O -1.072 -4.914 1.991
H 3.239 -5.966 1.354
H 3.917 -4.462 2.113
H 3.871 -4.714 0.291
H 2.712 -2.400 2.300
H 1.236 -2.126 1.280
H 2.811 -2.337 0.557
H 1.870 -4.376 -0.746
H 0.305 -4.027 0.194
H 0.930 -5.649 0.128
H 1.833 -4.337 3.553
H 1.334 -5.751 2.547
H -0.305 -3.259 2.591
H -0.561 -4.541 3.888
H -1.882 -5.079 2.479
C 2.612 2.840 -1.040
N 3.866 1.853 -0.894
C 3.341 0.594 -1.635
C 5.029 2.611 -1.540
C 4.171 1.617 0.624
C 5.254 0.592 0.866
O 4.780 -0.708 0.608
H 2.292 2.945 -2.077
H 2.979 3.831 -0.772
H 1.781 2.556 -0.394
H 4.094 -0.194 -1.661
H 3.221 0.865 -2.684
H 2.568 0.070 -1.073
H 5.813 1.886 -1.756
H 5.407 3.384 -0.870
H 4.763 3.036 -2.507
H 3.274 1.185 1.067
H 4.302 2.553 1.167
H 5.837 0.816 1.759
H 5.982 0.774 0.075
H 5.586 -1.196 0.423
B 0.003 -0.117 -1.105
F -0.438 -1.370 -1.415
F 0.667 0.393 -2.196
F -1.067 0.657 -0.884
F 0.819 -0.284 -0.032


Entry 5:
91
Properties=species:S:1:pos:R:3 method="wB97M-V/def2-TZVPD" homo_energy_ev=-10.33 e_lumo_ha=-0.077 charge=+1 gap_ev=8.229
C -3.419 -1.249 4.945
C -3.954 -0.246 3.817
O -3.692 -0.706 2.469
P -2.091 -0.591 2.049
O -1.348 0.190 3.092
C -1.895 0.338 0.451
C -0.435 0.869 0.187
N 0.629 -0.138 0.351
C 0.700 -1.449 -0.014
N 1.897 -2.039 0.316
C 2.676 -1.018 0.942
C 1.879 0.180 0.936
P 2.390 1.879 1.589
C 3.974 1.701 2.606
C 2.947 2.778 0.003
O -1.460 -2.133 2.026
C -2.378 -3.140 1.518
C -3.109 -2.772 0.176
H -2.626 -0.728 5.552
H -4.263 -1.582 5.614
H -2.955 -2.108 4.395
H -3.639 0.807 4.019
H -5.093 -0.261 3.935
H -2.557 1.252 0.533
H -2.282 -0.211 -0.457
H -0.252 1.794 0.786
H -0.406 1.190 -0.898
H -0.159 -1.929 -0.529
H 2.186 -3.003 0.161
H 3.718 -1.110 1.327
H 4.732 2.464 2.274
H 3.707 1.927 3.668
H 4.324 0.645 2.473
H 3.943 3.271 0.157
H 3.110 1.997 -0.794
H 2.175 3.483 -0.387
H -3.132 -3.488 2.280
H -1.745 -4.050 1.289
H -3.566 -3.713 -0.281
H -2.364 -2.382 -0.572
H -3.952 -2.038 0.287
C 4.404 -1.495 5.744
S 5.322 -0.410 4.637
O 5.315 -1.046 3.281
C 6.939 -0.717 5.368
H 3.357 -1.488 5.444
H 4.794 -2.512 5.676
H 4.489 -1.127 6.767
H 7.170 -1.782 5.324
H 6.940 -0.374 6.404
H 7.684 -0.160 4.802
C 4.549 5.480 -3.105
S 2.884 4.842 -3.363
O 2.863 3.434 -2.864
C 2.987 4.776 -5.160
H 4.722 5.568 -2.033
H 5.281 4.795 -3.536
H 4.637 6.464 -3.567
H 3.818 4.135 -5.462
H 3.127 5.783 -5.555
H 2.054 4.364 -5.545
C -3.946 -8.118 -2.105
S -3.850 -6.408 -2.665
O -3.520 -5.568 -1.475
C -5.613 -6.217 -2.985
H -2.947 -8.441 -1.812
H -4.618 -8.192 -1.249
H -4.304 -8.748 -2.921
H -6.180 -6.411 -2.074
H -5.917 -6.909 -3.772
H -5.794 -5.194 -3.315
C -9.277 1.664 2.700
S -8.229 0.560 3.668
O -9.125 -0.315 4.471
C -7.588 1.835 4.771
H -9.812 1.069 1.961
H -9.994 2.163 3.353
H -8.656 2.401 2.190
H -8.412 2.323 5.294
H -7.022 2.567 4.193
H -6.928 1.361 5.498
C 6.284 2.000 -8.604
S 6.469 3.715 -9.131
O 6.818 4.516 -7.924
C 4.721 3.994 -9.475
H 7.261 1.626 -8.302
H 5.595 1.943 -7.760
H 5.909 1.403 -9.437
H 4.131 3.811 -8.575
H 4.398 3.330 -10.278
H 4.593 5.029 -9.788


no.,E (eV)
1,-165546.2051
2,-70542.0152
3,-68179.2112
4,-47761.7203
5,-114741.4455